The following is a DFT calculation (ωB97M-V/def2-TZVPD) of C19H21N3O4 in the gas phase.

Structure (ORCA input):
```
! RIJCOSX wB97M-V def2-TZVPD def2/J DEFGRID3
* xyz 0 1
O 0.39 -0.93 1.69
O 0.39 1.28 1.48
O -2.86 -1.70 1.52
O -3.07 1.86 -0.58
N -4.16 -0.10 -0.23
N 4.70 0.18 -0.83
N -2.18 0.37 0.89
C -3.18 0.78 -0.04
C -0.81 -0.87 2.45
C 2.49 2.71 0.53
C 0.93 0.22 1.27
C 2.86 -1.11 0.14
C 4.27 -3.40 -0.72
C 4.09 1.27 -0.46
C -6.58 0.06 -0.38
C 3.03 -3.52 -0.08
C 2.22 0.11 0.55
C -2.07 -0.79 1.56
C 2.86 1.30 0.25
C 4.58 2.65 -0.73
C 2.34 -2.40 0.34
C -5.26 0.13 -1.15
C 4.80 -2.16 -0.95
C -5.22 -0.89 -2.28
C 3.76 3.52 0.24
C 4.11 -1.00 -0.54
H -6.59 0.79 0.42
H -5.12 1.14 -1.55
H 2.61 -4.50 0.09
H 1.67 3.00 -0.13
H 5.74 -2.02 -1.45
H -1.45 1.08 1.02
H -6.02 -0.71 -2.98
H 3.54 4.50 -0.17
H 4.80 -4.29 -1.04
H 2.13 2.85 1.55
H 5.66 2.74 -0.59
H 4.36 2.90 -1.77
H -4.27 -0.83 -2.81
H -6.72 -0.93 0.04
H 1.39 -2.53 0.82
H 4.32 3.66 1.16
H -7.41 0.27 -1.05
H -4.13 -0.98 0.27
H -0.78 0.00 3.11
H -5.33 -1.90 -1.88
H -0.84 -1.79 3.02
*
```

SMILES   CC(C)NC(=O)NC(=O)COC(=O)c1c2c(nc3ccccc13)CCC2
Energy relative to the best compared isomer or geometry (same formula, charge and spin)   1.9 kcal/mol
LUMO level   -0.553 eV
E_tot   -1201.94056 hartree
Highest occupied orbital energy   -8.9077 eV

---

The following is a DFT calculation (ωB97M-V/def2-TZVPD) of C19H21N3O4S in the gas phase at a distorted geometry.

Structure (ORCA input):
```
! RIJCOSX wB97M-V def2-TZVPD def2/J DEFGRID3
* xyz 0 1
S 3.61 1.81 0.01
O 4.71 -2.10 -0.75
O 3.15 2.58 -1.10
O 4.26 2.46 1.11
O -3.77 -1.31 -0.38
N 4.71 0.72 -0.61
N -1.05 -0.60 -0.19
N -0.96 -1.37 1.89
C 1.17 0.62 -0.20
C -4.56 1.86 1.33
C 3.84 -1.36 -1.57
C 2.28 0.40 1.96
C 2.23 0.86 0.65
C 4.40 0.05 -1.84
C 1.26 -0.37 2.48
C -5.41 2.42 0.40
C -2.98 -1.97 0.58
C 0.18 -0.66 1.65
C -1.66 -1.32 0.80
C -5.14 0.49 -1.02
C -4.28 -0.07 -0.06
C -5.44 -0.28 -2.27
C -5.69 1.73 -0.77
C 0.14 -0.15 0.32
C -4.00 0.62 1.11
C 5.51 -0.06 0.31
C 4.91 -1.46 0.50
H 2.85 -1.28 -1.09
H 3.68 0.67 -2.38
H -5.85 3.39 0.57
H 5.60 -2.10 1.05
H 3.13 0.67 2.56
H -1.43 -0.41 -1.10
H 5.55 0.48 1.25
H -2.83 -2.98 0.16
H 3.75 -1.92 -2.50
H -4.33 2.39 2.25
H -3.33 0.20 1.85
H -5.82 -1.26 -2.03
H 1.16 1.03 -1.19
H -4.53 -0.42 -2.86
H 5.32 -0.04 -2.43
H -6.36 2.16 -1.50
H 6.51 -0.15 -0.11
H -6.17 0.25 -2.88
H 3.95 -1.40 1.04
H 1.28 -0.74 3.49
H -3.50 -2.08 1.54
*
```

SMILES   Cc1ccccc1OCc1nc2ccc(S(=O)(=O)N3CCOCC3)cc2[nH]1
Energy relative to the best compared isomer or geometry (same formula, charge and spin)   48.9 kcal/mol
LUMO level   0.438 eV
E_tot   -1600.03533 hartree
Highest occupied orbital energy   -8.8220 eV

---

The following is a DFT calculation (ωB97M-V/def2-TZVPD) of a molecular structure, C19H21N5O2Tc at a distorted geometry.

Structure (ORCA input):
```
! RIJCOSX wB97M-V def2-TZVPD def2/J DEFGRID3
* xyz 4 4
Tc 1.30 -0.82 -0.71
O 1.82 1.71 0.95
O -0.81 -2.35 0.92
N -3.15 2.07 4.14
N 5.37 -3.40 0.63
N -3.72 -0.68 -0.67
N -0.90 3.69 -0.67
N -0.76 0.48 1.21
C 6.85 -4.48 -1.26
C -2.66 1.74 1.81
C 1.67 0.69 0.40
C 6.00 -3.85 -0.25
C -4.22 -1.66 -0.31
C -4.86 -2.88 0.14
C 1.41 0.78 -2.64
C -0.07 4.41 -0.27
C -2.36 1.55 3.17
C -1.21 0.80 3.52
C -0.49 -0.54 -1.76
C 1.03 -1.52 -3.33
C 1.80 -0.35 -3.34
C 0.68 5.59 0.15
C -0.15 -1.61 -2.63
C -1.82 1.18 0.86
C 0.29 0.66 -1.76
C 0.06 -1.79 0.39
C -0.43 0.27 2.49
H 2.68 -0.25 -3.96
H -0.99 0.66 4.57
H 1.18 5.36 1.10
H -3.97 2.61 3.89
H -0.06 6.42 0.28
H 7.77 -4.85 -0.78
H 7.11 -3.75 -2.04
H 0.48 -0.31 2.66
H -1.47 -0.50 -1.27
H 1.32 -2.35 -3.96
H -4.22 -3.41 0.85
H -2.93 1.93 5.11
H -5.79 -2.61 0.64
H -3.53 2.32 1.49
H -5.08 -3.52 -0.71
H -0.14 1.55 -1.28
H -2.02 1.31 -0.20
H 1.42 5.83 -0.64
H 6.35 -5.36 -1.69
H -0.76 -2.51 -2.64
H 1.98 1.72 -2.64
*
```

Energy relative to the best compared isomer or geometry (same formula, charge and spin)   62.2 kcal/mol
LUMO level (alpha / beta)   -13.735 / -17.886 eV
E_tot   -1239.86774 hartree
<S²>   3.82
Highest occupied orbital energy (alpha / beta)   -20.8721 / -20.7983 eV

---

The following is a DFT calculation (ωB97M-V/def2-TZVPD) of C19H21NO3 in the gas phase.

Structure (ORCA input):
```
! RIJCOSX wB97M-V def2-TZVPD def2/J DEFGRID3
* xyz 0 1
O -0.59 -1.68 -0.24
O -3.10 3.69 4.17
O -4.38 2.27 2.96
N 0.97 -0.33 0.67
C 2.31 -3.16 -4.73
C 3.05 -1.47 1.25
C 3.24 -1.13 -3.88
C 2.14 -0.95 -3.05
C 2.09 0.23 -2.12
C -1.19 1.50 1.28
C 2.14 -0.99 0.11
C -5.50 3.85 4.26
C -0.30 -0.72 0.44
C -2.50 -0.50 1.55
C 1.21 -2.99 -3.91
C 3.33 -2.22 -4.72
C -3.33 1.60 2.36
C 2.88 -0.04 -0.83
C -1.33 0.12 1.11
C 1.12 -1.89 -3.07
C -2.19 2.24 1.90
C -4.18 3.29 3.82
C -3.49 0.23 2.18
H -4.40 -0.24 2.53
H -5.97 4.36 3.42
H 2.49 -2.11 1.93
H 1.15 0.44 1.29
H 1.76 -1.85 -0.45
H 0.27 -1.78 -2.43
H -2.61 -1.56 1.38
H -2.07 3.30 2.02
H -0.32 2.01 0.90
H 1.05 0.46 -1.86
H 3.84 -0.48 -1.09
H -5.34 4.56 5.07
H 2.37 -4.02 -5.39
H 0.41 -3.72 -3.92
H 2.52 1.11 -2.62
H 4.04 -0.39 -3.87
H 3.07 0.90 -0.31
H 4.19 -2.34 -5.36
H 3.88 -2.04 0.85
H 3.44 -0.62 1.80
H -6.15 3.05 4.58
*
```

SMILES   CC(=O)Oc1ccc(C(=O)N[C@H](C)CCc2ccccc2)cc1
Energy relative to the best compared isomer or geometry (same formula, charge and spin)   0.0 kcal/mol
LUMO level   0.709 eV
E_tot   -1017.13905 hartree
Highest occupied orbital energy   -8.8999 eV

---

The following is a DFT calculation (ωB97M-V/def2-TZVPD) of a molecular structure, C19H22BHfIN4O2S4 at a distorted geometry.

Structure (ORCA input):
```
! RIJCOSX wB97M-V def2-TZVPD def2/J DEFGRID3
* xyz 0 1
Hf 0.06 -0.20 -0.19
I 4.54 5.52 1.91
S -1.22 -2.41 -0.39
S 0.51 -0.16 2.38
S 2.39 -1.01 -0.31
S 0.43 0.00 -2.67
O -0.89 1.52 -0.23
O -1.95 3.44 0.13
N -0.21 -2.67 3.10
N -1.94 -1.47 2.55
N -3.24 -1.13 -1.68
N -3.14 -0.58 0.43
C 2.91 -0.91 -2.00
C 0.40 3.41 0.50
C -1.31 -3.48 3.24
C 1.18 -3.06 3.33
C -2.94 -1.78 -2.94
C -2.38 -2.73 2.89
C -0.60 -1.46 2.68
C 0.39 4.70 1.00
C 2.79 3.33 0.79
C -4.14 0.16 -0.15
C 4.35 -1.27 -2.22
C -4.21 -0.17 -1.46
C 2.53 -0.38 -4.42
C 1.60 2.73 0.39
C -2.59 -1.35 -0.52
C 2.76 4.61 1.30
C -0.92 2.81 0.09
C 1.57 5.31 1.41
C 2.09 -0.50 -2.98
B -2.86 -0.35 2.00
H 1.55 6.31 1.80
H -3.57 -1.34 -3.71
H 1.70 1.72 -0.02
H 1.68 -0.16 -5.06
H 1.60 -2.49 4.16
H 4.61 -2.18 -1.67
H -0.56 5.22 1.08
H -3.93 -0.43 2.54
H 3.26 0.42 -4.55
H 5.01 -0.47 -1.84
H -2.33 0.72 2.13
H -3.43 -2.98 2.86
H -3.13 -2.84 -2.87
H -4.84 0.18 -2.25
H -1.24 -4.50 3.57
H 2.98 -1.31 -4.78
H -4.71 0.88 0.41
H 4.58 -1.42 -3.27
H 1.20 -4.12 3.56
H 1.76 -2.87 2.43
H -1.89 -1.61 -3.19
H 3.72 2.78 0.70
*
```

Energy relative to the best compared isomer or geometry (same formula, charge and spin)   17.5 kcal/mol
LUMO level   -0.041 eV
E_tot   -3070.29613 hartree
Highest occupied orbital energy   -7.3367 eV

---

The following is a DFT calculation (ωB97M-V/def2-TZVPD) of a molecular structure, C19H22BrDyN at a distorted geometry.

Structure (ORCA input):
```
! RIJCOSX wB97M-V def2-TZVPD def2/J DEFGRID3
* xyz -1 6
Dy -0.83 1.57 0.96
Br -0.36 3.44 -0.84
N -4.78 -1.19 -1.52
C 1.10 -2.21 -1.69
C 1.65 1.51 1.68
C 1.56 -1.08 -2.44
C 1.69 0.20 1.12
C 0.88 -0.65 1.90
C 0.33 0.12 2.97
C -0.68 -1.42 -2.93
C -5.41 1.59 1.94
C 0.83 1.46 2.85
C -4.29 1.48 2.74
C -3.03 0.72 0.81
C -4.18 0.70 0.04
C -6.21 -1.30 -1.38
C -0.28 -2.42 -2.00
C -4.18 0.13 -1.37
C -5.37 1.19 0.60
C 0.45 -0.58 -3.20
C -3.07 1.01 2.18
C -4.02 -2.37 -1.21
H 0.85 -1.75 1.84
H 2.24 2.37 1.36
H 2.42 -0.15 0.37
H -6.57 -2.25 -1.80
H -6.26 1.30 -0.03
H -6.34 2.01 2.34
H -6.49 -1.27 -0.31
H -3.23 -2.55 -1.96
H -4.31 1.79 3.81
H 1.73 -2.86 -1.07
H -3.52 -2.25 -0.23
H -4.82 0.78 -2.00
H 2.56 -0.65 -2.42
H -4.69 -3.25 -1.18
H -1.67 -1.34 -3.40
H -0.87 -3.28 -1.68
H 0.46 0.30 -3.84
H -6.70 -0.46 -1.88
H -0.20 -0.28 3.83
H -2.25 0.81 2.90
H 0.71 2.25 3.62
H -3.15 0.07 -1.75
*
```

LUMO level (alpha / beta)   2.034 / 2.071 eV
E_tot   -4250.98727 hartree
<S²>   9.36
Highest occupied orbital energy (alpha / beta)   -2.7488 / -2.7487 eV

---

The following is a DFT calculation (ωB97M-V/def2-TZVPD) of a molecular structure, C19H22F4N4ReS2 at a distorted geometry.

Structure (ORCA input):
```
! RIJCOSX wB97M-V def2-TZVPD def2/J DEFGRID3
* xyz 2 2
Re 0.40 0.40 0.00
S -1.95 -2.51 2.92
S 1.64 2.58 4.05
F 3.37 -3.51 -0.38
F 0.72 -4.58 -4.12
F 1.92 -1.29 0.01
F -0.74 -2.41 -3.75
N -0.14 -0.59 -1.53
N -0.67 -0.87 1.50
N -1.29 1.58 -0.44
N 0.90 1.34 1.97
C -1.88 -2.65 0.17
C 2.45 3.31 1.55
C 0.55 -1.78 -1.87
C -1.45 -1.95 1.42
C 0.59 1.27 4.27
C -0.93 2.90 -1.04
C -2.08 0.78 -1.44
C -1.17 0.05 -2.37
C -0.50 -0.47 2.83
C 1.64 2.37 2.38
C 1.79 1.52 -1.10
C -1.14 -1.25 3.73
C 1.61 -2.13 -1.04
C 2.08 -4.11 -2.27
C 2.37 -3.26 -1.22
C 0.31 0.71 3.08
C 0.27 -2.65 -2.91
C -2.16 1.86 0.74
C 1.03 -3.79 -3.10
H -1.85 3.46 -1.21
H 0.25 0.96 5.25
H -0.41 2.76 -1.98
H -0.30 3.45 -0.35
H -1.72 -0.66 -2.99
H 2.68 2.91 0.58
H 2.81 1.21 -0.83
H -2.77 1.44 -1.98
H -1.62 2.49 1.44
H -2.84 -3.16 0.32
H -1.18 -1.15 4.80
H 1.93 4.27 1.43
H 1.66 1.31 -2.16
H -1.15 -3.41 -0.11
H 2.67 -5.01 -2.44
H -2.68 0.08 -0.86
H -2.42 0.92 1.22
H -3.07 2.37 0.43
H 3.40 3.52 2.05
H -0.64 0.73 -3.04
H 1.72 2.59 -0.97
H -2.00 -1.95 -0.64
*
```

LUMO level (alpha / beta)   -7.696 / -7.195 eV
E_tot   -2229.78372 hartree
<S²>   0.78
Highest occupied orbital energy (alpha / beta)   -14.9243 / -14.7210 eV

---

The following is a DFT calculation (ωB97M-V/def2-TZVPD) of C19H22FN3O3S in the gas phase at a distorted geometry.

Structure (ORCA input):
```
! RIJCOSX wB97M-V def2-TZVPD def2/J DEFGRID3
* xyz 0 1
S -2.69 -0.10 0.68
F 2.94 2.48 -0.66
O -2.87 -0.48 2.05
O -1.34 0.23 0.27
O -1.27 -2.23 -1.90
N 0.52 -1.97 -0.58
N 2.80 -0.29 -0.05
N -3.35 -1.30 -0.28
C 1.13 -1.88 0.73
C -3.38 2.19 -0.66
C 5.16 2.56 0.03
C -5.89 2.33 0.52
C 5.10 -0.11 0.69
C -1.54 -2.85 0.40
C -5.02 1.31 0.87
C 1.22 -1.24 -1.62
C -0.76 -2.32 -0.80
C 2.62 -1.56 0.61
C -4.25 3.21 -1.01
C -3.77 1.26 0.27
C 3.94 0.45 0.14
C -3.04 -2.65 0.17
C 6.29 1.97 0.57
C -5.50 3.28 -0.42
C 4.02 1.82 -0.17
C 1.80 0.04 -1.04
C 6.24 0.63 0.91
H 7.19 2.55 0.73
H 5.15 3.61 -0.23
H 7.11 0.14 1.33
H 1.02 -2.84 1.25
H -5.27 0.56 1.60
H -3.58 -2.80 1.10
H -1.26 -2.31 1.30
H 3.12 -2.37 0.07
H 2.25 0.63 -1.84
H 0.64 -1.10 1.31
H 5.11 -1.16 0.95
H -3.00 -1.18 -1.23
H 3.04 -1.51 1.62
H -2.39 2.11 -1.10
H -1.32 -3.92 0.53
H 0.97 0.62 -0.60
H 0.50 -1.02 -2.41
H -3.42 -3.34 -0.59
H 2.02 -1.86 -2.05
H -6.18 4.07 -0.69
H -3.95 3.95 -1.74
H -6.86 2.39 0.98
*
```

SMILES   O=C(CCNS(=O)(=O)c1ccccc1)N1CCN(c2ccccc2F)CC1
Energy relative to the best compared isomer or geometry (same formula, charge and spin)   44.7 kcal/mol
LUMO level   0.657 eV
E_tot   -1625.25867 hartree
Highest occupied orbital energy   -7.6504 eV

---

Question: Among the records above, which one has the highest E_tot?
Answer: C19H21NO3